Below is a 10-piece molecular cluster, C5H30NO9 overall in a non-equilibrium geometry, with properties calculated with ωB97M-V with the def2-TZVPD basis set.

Energy above the lowest of the compared OMol25 structures with the same formula, charge and spin (kJ/mol): 164.7
Maximum force (eV Å⁻¹): 2.19
Orbital gap (eV): 11.2682
LUMO energy (eV): -2.70
E (eV): -25583.945
Total charge: +1
HOMO level (eV): -13.97

Geometry as XYZ:
```
45
C5H30NO9, DFT ωB97M-V with the def2-TZVPD basis set
H 1.778 3.350 3.005
H -0.280 -2.497 -2.999
H -1.534 -0.542 -3.695
H 0.860 0.245 -3.450
H 1.215 -2.106 -3.949
H 3.808 2.833 -0.268
H -1.794 -1.265 0.344
H -0.092 0.923 2.576
H 1.508 0.713 -1.209
O -0.179 1.884 2.614
H 3.165 2.866 1.115
H 1.438 -1.631 0.069
C 1.781 -1.252 -0.894
O -1.706 -1.520 3.116
H 1.677 -1.837 4.617
H -0.205 2.054 3.562
O 0.319 3.138 -2.311
C -1.079 -0.206 -2.758
O 3.008 2.558 0.195
H 0.722 -2.774 3.949
H 2.594 -2.739 -2.344
H -2.059 -1.469 4.006
H 0.972 3.394 -1.653
H -1.597 -0.714 -1.937
H 2.820 -0.971 -0.752
H -0.557 3.482 -2.119
H -1.962 1.817 -0.359
C 0.671 -1.983 -3.025
O 1.621 -2.560 3.992
H -1.381 0.844 -2.750
O -0.873 -1.168 0.628
H -3.300 2.576 -0.330
H 1.263 -3.300 -1.399
O -4.361 -0.989 0.999
H -2.267 -2.119 2.615
O 2.432 2.689 2.758
H -5.172 -0.776 1.468
N 0.910 -0.103 -1.372
H 1.891 1.910 2.576
C 0.405 -0.489 -2.778
H 0.112 0.028 -0.731
C 1.657 -2.405 -1.890
H -1.023 -1.090 1.586
O -2.574 2.319 -0.901
H -4.632 -1.116 0.084
```